No. 1
134
Properties=species:S:1:pos:R:3 method="wB97M-V/def2-TZVPD" de_lowest_kj_mol=371.4 e_tot_ha=-2260.224680 max_force_ev_per_a=4.40 e_homo_ev=-7.870 total_charge=0 spin_multiplicity=1
C -8.122 -2.615 -4.896
C -6.634 -3.121 -4.621
N -5.736 -2.988 -5.789
C -6.116 -3.905 -6.827
C -4.957 -4.443 -7.752
C -5.521 -1.648 -6.264
C -5.150 -0.664 -5.179
H -8.039 -1.543 -5.069
H -8.809 -2.919 -4.105
H -8.466 -3.110 -5.804
H -6.290 -2.504 -3.791
H -6.609 -4.134 -4.219
H -6.468 -4.841 -6.392
H -6.830 -3.455 -7.517
H -5.256 -5.363 -8.255
H -4.635 -3.811 -8.580
H -4.113 -4.816 -7.171
H -6.446 -1.237 -6.670
H -4.700 -1.591 -6.978
H -4.282 -0.934 -4.577
H -5.937 -0.416 -4.466
H -4.867 0.281 -5.643
C -5.257 -12.672 3.926
C -6.146 -11.531 4.372
N -6.408 -10.716 3.193
C -7.757 -10.238 2.968
C -8.097 -9.034 3.871
C -5.258 -9.845 2.829
C -5.492 -9.081 1.569
H -5.173 -13.425 4.709
H -4.243 -12.407 3.624
H -5.684 -13.145 3.042
H -7.088 -12.021 4.617
H -5.596 -11.037 5.173
H -7.854 -10.119 1.889
H -8.382 -11.126 3.056
H -9.170 -8.843 3.874
H -7.842 -9.218 4.915
H -7.595 -8.152 3.473
H -4.367 -10.472 2.793
H -5.118 -9.092 3.604
H -4.569 -8.577 1.280
H -6.342 -8.416 1.722
H -5.894 -9.707 0.773
C 2.228 -0.574 -12.060
C 1.454 -0.376 -10.776
N 0.894 0.997 -10.583
C -0.155 1.312 -11.508
C -0.627 2.786 -11.468
C 0.624 1.228 -9.167
C 1.584 2.387 -8.792
H 1.685 -0.498 -13.002
H 2.709 -1.552 -12.061
H 3.005 0.184 -12.161
H 0.895 -1.228 -10.390
H 2.264 -0.287 -10.052
H 0.257 1.176 -12.508
H -1.011 0.668 -11.304
H 0.098 3.408 -11.992
H -1.644 2.848 -11.857
H -0.662 3.179 -10.452
H 0.747 0.254 -8.693
H -0.407 1.550 -9.019
H 2.560 2.289 -9.267
H 1.772 2.250 -7.727
H 1.188 3.399 -8.880
C 6.687 -3.573 5.859
C 6.106 -2.723 7.014
N 7.154 -1.870 7.657
C 7.158 -0.515 7.000
C 7.743 0.607 7.840
C 8.493 -2.396 7.931
C 8.590 -3.595 8.815
H 7.540 -4.214 6.085
H 6.920 -2.851 5.076
H 5.917 -4.228 5.452
H 5.270 -2.095 6.705
H 5.687 -3.403 7.755
H 6.224 -0.078 6.647
H 7.750 -0.521 6.084
H 7.345 0.749 8.845
H 7.771 1.556 7.304
H 8.777 0.352 8.073
H 8.983 -2.590 6.977
H 9.089 -1.568 8.315
H 8.114 -4.385 8.232
H 9.589 -3.880 9.145
H 8.008 -3.442 9.724
C 6.083 9.377 0.681
C 5.942 10.610 -0.224
N 7.167 11.325 -0.218
C 7.471 11.992 1.147
C 6.539 13.161 1.476
C 7.381 12.241 -1.350
C 7.315 11.586 -2.752
H 7.097 9.076 0.943
H 5.764 8.569 0.023
H 5.517 9.182 1.592
H 5.778 10.304 -1.258
H 5.113 11.271 0.030
H 7.362 11.217 1.906
H 8.482 12.398 1.150
H 6.960 14.050 1.008
H 5.568 13.114 0.983
H 6.475 13.361 2.546
H 8.354 12.717 -1.230
H 6.683 13.077 -1.385
H 6.296 11.301 -3.013
H 7.999 10.738 -2.768
H 7.656 12.276 -3.524
C -1.974 -2.159 3.615
C -1.452 -0.857 4.100
O -0.474 -0.419 3.141
C -0.786 0.560 2.212
O -1.943 0.951 1.991
C 0.392 0.839 1.260
F -0.099 0.562 0.046
F 0.774 2.138 1.270
F 1.362 0.039 1.510
H -1.177 -2.855 3.355
H -2.630 -1.860 2.797
H -2.585 -2.751 4.296
H -0.842 -1.132 4.960
H -2.152 -0.084 4.418
C -4.866 6.918 8.495
C -4.203 5.793 9.283
O -3.437 4.976 8.787
C -4.624 5.730 10.735
H -4.259 7.402 7.730
H -5.055 7.670 9.261
H -5.799 6.642 8.004
H -5.592 6.157 10.994
H -3.856 6.024 11.452
H -4.781 4.686 11.007

No. 2
144
Properties=species:S:1:pos:R:3 method="wB97M-V/def2-TZVPD" e_tot_ha=-2501.952514 max_force_ev_per_a=2.52 e_homo_ev=-11.071 total_charge=+1 spin_multiplicity=1
C 9.264 -0.417 -0.135
C 7.779 -0.889 -0.235
O 6.877 0.235 -0.280
C 5.613 -0.076 -0.078
C 5.083 -1.414 -0.110
C 3.700 -1.440 0.158
N 2.990 -0.353 0.403
B 1.490 -0.527 0.728
C 0.356 -0.463 -0.351
O 1.154 -0.771 2.040
N 3.392 0.909 0.408
C 4.676 0.980 0.166
H 9.326 0.468 0.529
H 9.839 -1.247 0.311
H 9.679 -0.190 -1.134
H 7.603 -1.567 0.625
H 7.696 -1.493 -1.165
H 5.690 -2.302 -0.286
H 3.192 -2.417 0.164
H -0.106 -1.466 -0.488
H 0.675 -0.099 -1.348
H -0.453 0.207 0.015
H 1.937 -1.125 2.500
H 5.087 2.005 0.153
C 2.691 0.308 -4.425
C 1.272 0.845 -4.536
C 1.250 2.216 -5.188
O 0.688 0.929 -3.233
H 3.308 0.969 -3.808
H 2.693 -0.674 -3.945
H 3.157 0.216 -5.407
H 0.662 0.150 -5.116
H 1.820 2.937 -4.594
H 0.227 2.593 -5.251
H 1.673 2.182 -6.194
H 1.218 1.543 -2.709
C -2.932 -1.657 3.797
C -1.968 -2.698 4.343
C -1.114 -2.129 5.465
O -1.122 -3.162 3.290
H -2.390 -0.802 3.382
H -3.530 -2.077 2.986
H -3.606 -1.295 4.577
H -2.529 -3.561 4.710
H -0.509 -1.291 5.106
H -0.420 -2.883 5.840
H -1.732 -1.782 6.294
H -0.622 -2.408 2.958
C 3.503 -0.030 8.305
C 2.480 -1.018 7.768
C 2.866 -1.517 6.383
O 1.198 -0.396 7.711
H 3.571 0.849 7.657
H 3.209 0.326 9.294
H 4.493 -0.485 8.379
H 2.394 -1.865 8.451
H 2.913 -0.684 5.672
H 2.118 -2.218 6.007
H 3.837 -2.017 6.399
H 1.259 0.356 7.109
C 4.572 6.764 -5.650
C 3.514 5.682 -5.504
C 2.129 6.286 -5.332
O 3.820 4.860 -4.375
H 4.607 7.395 -4.757
H 5.561 6.318 -5.764
H 4.373 7.396 -6.517
H 3.526 5.036 -6.384
H 2.083 6.901 -4.428
H 1.379 5.499 -5.218
H 1.856 6.904 -6.188
H 3.815 5.417 -3.586
C -2.012 8.529 -6.131
C -1.477 8.025 -7.463
C -2.587 7.436 -8.318
O -0.475 7.034 -7.231
H -2.458 7.710 -5.558
H -1.204 8.940 -5.524
H -2.768 9.303 -6.277
H -0.996 8.845 -7.999
H -3.052 6.582 -7.816
H -2.188 7.070 -9.265
H -3.360 8.178 -8.528
H -0.887 6.301 -6.757
C -2.014 -6.610 8.074
C -1.127 -5.412 8.380
C -1.934 -4.123 8.423
O -0.109 -5.306 7.383
H -2.492 -6.499 7.096
H -1.421 -7.525 8.037
H -2.792 -6.729 8.830
H -0.625 -5.563 9.337
H -2.409 -3.930 7.457
H -1.283 -3.272 8.633
H -2.710 -4.167 9.189
H -0.542 -5.174 6.531
C -5.220 -5.199 2.333
C -6.649 -4.687 2.244
C -6.706 -3.314 1.591
O -7.210 -4.613 3.554
H -4.603 -4.530 2.942
H -5.194 -6.179 2.813
H -4.769 -5.284 1.343
H -7.256 -5.391 1.673
H -6.140 -2.582 2.175
H -7.736 -2.955 1.544
H -6.299 -3.341 0.578
H -6.681 -3.993 4.069
C 7.743 5.535 -3.438
C 7.020 5.965 -2.172
C 7.843 5.652 -0.932
O 5.759 5.297 -2.090
H 7.920 4.455 -3.435
H 7.139 5.755 -4.317
H 8.703 6.044 -3.537
H 6.812 7.036 -2.214
H 8.023 4.575 -0.849
H 7.309 5.957 -0.030
H 8.806 6.164 -0.957
H 5.928 4.349 -2.054
C -2.551 1.256 -3.744
C -3.723 1.524 -4.675
C -4.309 0.228 -5.215
O -3.292 2.343 -5.762
H -1.746 0.739 -4.272
H -2.135 2.194 -3.373
H -2.855 0.647 -2.890
H -4.496 2.081 -4.142
H -3.561 -0.324 -5.793
H -5.142 0.436 -5.889
H -4.666 -0.412 -4.406
H -2.608 1.860 -6.243
C -9.240 -7.530 2.625
C -9.365 -7.919 1.160
C -10.748 -8.470 0.850
O -8.378 -8.899 0.839
H -9.389 -8.398 3.273
H -8.241 -7.145 2.835
H -9.971 -6.766 2.894
H -9.168 -7.048 0.531
H -10.947 -9.371 1.438
H -10.821 -8.754 -0.201
H -11.525 -7.735 1.068
H -8.542 -9.674 1.389